1.
Computed, not measured: a single C4H6N2O molecule, with wB97M-V/def2-TZVPD.

* energy relative to the best compared isomer or geometry (same formula, charge and spin): 36.67 kcal/mol
* HOMO: -8.670 eV
* structure (SMILES): NC1=C[C@@H](O)N=C1
* HOMO-LUMO gap: 9.344 eV

```
! RIJCOSX wB97M-V def2-TZVPD def2/J DEFGRID3
* xyz 0 1
N 1.86326 1.23002 -0.11882
C 0.67161 0.53246 -0.03436
C -0.03411 -0.17751 -0.93628
C -1.33658 -0.57396 -0.26082
O -1.78101 -1.87532 -0.49083
N -1.18930 -0.18968 1.15250
C -0.13116 0.51194 1.21397
H 2.35150 1.35918 0.75757
H 2.48963 0.93797 -0.85469
H 0.24250 -0.39887 -1.96282
H -2.20636 0.05653 -0.48877
H -1.05479 -2.47438 -0.28071
H 0.14854 1.02288 2.13483
*
```

Mulliken atomic charge list, values in e, 6 entries: -0.526, 1.006, -0.983, 0.269, -0.498, -0.556

=====

2.
Computed, not measured: a single C6H10O molecule, with wB97M-V/def2-TZVPD.

* energy relative to the best compared isomer or geometry (same formula, charge and spin): 30.48 kcal/mol
* HOMO: -9.460 eV
* structure (SMILES): C[C@H]1C[C@@]2(O)C[C@@H]12
* HOMO-LUMO gap: 10.437 eV

```
! RIJCOSX wB97M-V def2-TZVPD def2/J DEFGRID3
* xyz 0 1
C 0.34335 -1.93321 -0.59074
C -0.60558 -0.74850 -0.46854
C -0.90458 -0.11997 0.93443
C -0.25992 1.18019 0.46375
O -0.73490 2.44235 0.77540
C 1.14111 0.94722 0.01576
C -0.00685 0.59105 -0.90146
H 0.60491 -2.08454 -1.64725
H -0.07134 -2.87108 -0.20433
H 1.27806 -1.73510 -0.05543
H -1.54569 -0.95949 -0.99141
H -0.46381 -0.60566 1.81217
H -1.97738 0.00990 1.10139
H -0.13396 2.81850 1.43113
H 1.68334 1.83776 -0.28632
H 1.75565 0.18769 0.49586
H -0.10241 1.04287 -1.88439
*
```

Mulliken atomic charge list, values in e, 6 entries: -1.303, 0.162, -0.774, 0.630, -0.531, -0.906

=====

3.
Computed, not measured: C21H39O2Sn as an isolated structure in a non-equilibrium geometry, with wB97M-V/def2-TZVPD.

* HOMO: -11.282 eV
* HOMO-LUMO gap: 5.943 eV

```
! RIJCOSX wB97M-V def2-TZVPD def2/J DEFGRID3
* xyz 1 1
C 7.29596 -2.02577 3.01502
O 6.64053 -0.78388 3.08441
C 5.24136 -0.86160 3.08950
C 4.52028 0.34157 3.15439
C 3.15127 0.35834 3.16177
C 2.42082 -0.85107 3.10412
C 1.02886 -0.89439 3.10981
O 0.34889 -2.07247 3.05356
C -1.04870 -1.89807 3.08349
C 3.14834 -2.05773 3.04108
C 4.51593 -2.06197 3.03384
H 8.37018 -1.84532 3.01483
H 7.03766 -2.62899 3.88427
H 7.02199 -2.53738 2.09339
H 5.07580 1.26157 3.19927
H 2.61621 1.29060 3.21258
H 0.46524 0.02233 3.16129
H -1.52281 -2.88091 3.03311
H -1.33996 -1.40615 4.01208
H -1.36476 -1.30242 2.22720
H 2.59371 -2.97803 3.00009
H 5.03696 -3.00012 2.98535
C -0.49592 5.22075 1.41598
C 0.19694 4.35577 0.37124
C -0.79110 3.73030 -0.62354
C -0.13154 2.80492 -1.64819
Sn -0.72936 0.77736 -1.28843
C -2.87173 0.63960 -1.20638
C -3.25797 -0.73458 -0.70640
C -4.76671 -0.92387 -0.49725
C -5.10864 -2.30939 0.03665
C 0.08189 -0.56998 -2.75576
C -0.55694 -0.38964 -4.13743
C -1.25199 -1.66018 -4.64846
C -1.88519 -1.49339 -6.02409
H -0.13496 0.38849 0.25490
H 0.21393 5.67377 2.11477
H -1.05606 6.03265 0.94719
H -1.20698 4.63633 2.00447
H 0.93669 4.94962 -0.18428
H 0.77865 3.56279 0.86096
H -1.55993 3.17611 -0.06670
H -1.34315 4.53292 -1.13347
H -0.45627 3.01052 -2.67159
H 0.95759 2.90524 -1.63570
H -3.25381 1.42347 -0.54890
H -3.27289 0.83772 -2.20237
H -2.88475 -1.49842 -1.40281
H -2.73544 -0.93755 0.23875
H -5.14017 -0.15128 0.19003
H -5.29356 -0.73893 -1.44406
H -6.18406 -2.44554 0.18515
H -4.77223 -3.09020 -0.64880
H -4.62151 -2.49372 0.99691
H 1.15815 -0.38119 -2.76676
H -0.04726 -1.59452 -2.39729
H -1.27942 0.43809 -4.11147
H 0.19867 -0.07336 -4.87045
H -0.52145 -2.48146 -4.66821
H -2.01235 -1.97541 -3.92111
H -2.37292 -2.41223 -6.36532
H -2.64136 -0.70502 -6.02149
H -1.13866 -1.22474 -6.77476
*
```

Mulliken atomic charge list, values in e, 6 entries: -0.795, -0.397, 0.966, -0.600, -0.614, 0.501

=====

4.
Computed, not measured: C36H34AsBaN6O8S2 as an isolated structure, with wB97M-V/def2-TZVPD.

* energy relative to the best compared isomer or geometry (same formula, charge and spin): 52.02 kcal/mol
* HOMO: -5.356 eV
* HOMO-LUMO gap: 7.277 eV

```
! RIJCOSX wB97M-V def2-TZVPD def2/J DEFGRID3
* xyz -1 1
Ba -0.11994 0.15040 -2.08267
C 1.19886 -0.95609 1.90277
N 1.35576 -1.73227 0.68168
C 2.76078 -1.78848 0.27090
C 3.32815 -0.55618 -0.38441
C 4.38371 0.14386 0.17671
C 4.92181 1.21661 -0.52208
C 4.41153 1.52436 -1.76807
C 3.35849 0.76007 -2.25635
N 2.81018 -0.24084 -1.57321
C 0.95203 -3.12716 0.88297
C -0.33398 -3.43840 1.61567
C -0.47641 -4.72040 2.14898
C -1.64303 -5.04491 2.81322
C -2.62789 -4.07733 2.94335
C -2.39650 -2.83213 2.38641
N -1.28002 -2.51789 1.72924
C 1.51560 0.51334 1.77336
C 2.14717 1.15715 2.83165
C 2.39797 2.51576 2.74686
C 2.02866 3.18534 1.59533
C 1.40508 2.46841 0.58504
N 1.13403 1.16314 0.66991
H 1.82161 -1.37351 2.71479
H 0.15574 -1.03942 2.20754
H 2.84499 -2.59059 -0.46603
H 3.39286 -2.07120 1.13128
H 4.76695 -0.14090 1.14861
H 5.73452 1.79345 -0.09785
H 4.79882 2.34086 -2.36174
H 2.93354 0.95471 -3.23091
H 1.74780 -3.66678 1.42741
H 0.88958 -3.58957 -0.10729
H 0.32258 -5.44358 2.03975
H -1.77930 -6.03474 3.23110
H -3.55511 -4.27778 3.46309
H -3.13623 -2.04322 2.46334
H 2.44290 0.58830 3.70439
H 2.88563 3.03670 3.56158
H 2.21635 4.24226 1.46580
H 1.13427 2.94504 -0.34799
C -2.97780 -0.22050 5.97680
C -3.14196 0.03866 4.50311
C -2.04267 0.37221 3.71254
C -2.18641 0.62266 2.35954
C -3.44229 0.54113 1.77421
C -4.54969 0.22838 2.54524
C -4.39462 -0.02401 3.90342
S -3.60623 0.84540 0.02110
O -4.99808 0.58948 -0.28080
O -3.10858 2.18194 -0.18697
N -2.58561 -0.15025 -0.66243
C -2.80575 -1.48712 -0.81516
C -3.95773 -2.20576 -0.42015
C -3.98122 -3.57024 -0.57557
C -2.89490 -4.23353 -1.14531
C -1.83601 -3.45300 -1.56188
N -1.77462 -2.13278 -1.40722
H -1.97508 -0.58403 6.20295
H -3.69669 -0.96021 6.33068
H -3.13545 0.69433 6.55306
H -1.05728 0.42647 4.16482
H -1.32952 0.86997 1.74498
H -5.52018 0.17406 2.06961
H -5.26120 -0.28022 4.50324
H -4.80133 -1.67210 -0.00902
H -4.85400 -4.12813 -0.25523
H -2.88495 -5.30493 -1.28748
H -0.98015 -3.90831 -2.05371
O 2.92379 0.60684 -6.06193
As 1.26183 1.01337 -5.50371
O 0.28129 1.04652 -6.80651
O 0.96012 -0.10638 -4.29927
C 1.73129 2.77319 -4.84236
C 2.32877 3.58158 -5.81099
C 2.76006 4.86361 -5.52143
C 2.59107 5.35692 -4.23179
C 1.99605 4.57567 -3.26270
C 1.54986 3.27145 -3.54094
S -1.06753 3.20698 -2.30934
O -1.03782 4.54781 -2.83435
O -1.57086 2.18374 -3.21807
O 0.96734 2.57842 -2.56304
H 2.83764 -0.14302 -6.66196
H 2.45300 3.18422 -6.81095
H 3.21714 5.47268 -6.29094
H 2.91388 6.36219 -3.98582
H 1.83356 4.95823 -2.26241
*
```

Mulliken atomic charge list, values in e, 6 entries: 1.436, -0.287, 1.141, -1.145, 0.331, -0.556

=====

5.
Computed, not measured: a single C3H4O2S2 molecule in a non-equilibrium geometry, with wB97M-V/def2-TZVPD.

* energy relative to the best compared isomer or geometry (same formula, charge and spin): 47.11 kcal/mol
* HOMO: -8.998 eV
* structure (SMILES): O=C=CS[C@@H](O)S
* HOMO-LUMO gap: 9.436 eV

```
! RIJCOSX wB97M-V def2-TZVPD def2/J DEFGRID3
* xyz 0 1
O -3.83995 -0.95143 0.06398
C -2.97182 -0.30707 0.39235
C -1.92820 0.29567 0.74402
S -1.06238 1.06211 -0.67307
C 0.58209 0.22969 -0.78532
O 1.49970 0.85030 0.03865
S 0.58968 -1.55750 -0.59198
H -1.57375 0.50962 1.73958
H 0.81198 0.20639 -1.85706
H 1.46091 0.65536 0.98228
H -0.30412 -2.10209 -1.57329
*
```

Mulliken atomic charge list, values in e, 6 entries: -0.325, 0.827, -0.786, -0.083, -0.032, -0.472

=====

> The lowest HOMO belongs to which entry?

C21H39O2Sn

=====

> Look up the HOMO of the third one.

-11.282 eV

=====

What did the fifth record say?
Computed, not measured: a single C3H4O2S2 molecule in a non-equilibrium geometry, with wB97M-V/def2-TZVPD.

* energy relative to the best compared isomer or geometry (same formula, charge and spin): 47.11 kcal/mol
* HOMO: -8.998 eV
* structure (SMILES): O=C=CS[C@@H](O)S
* HOMO-LUMO gap: 9.436 eV

```
! RIJCOSX wB97M-V def2-TZVPD def2/J DEFGRID3
* xyz 0 1
O -3.83995 -0.95143 0.06398
C -2.97182 -0.30707 0.39235
C -1.92820 0.29567 0.74402
S -1.06238 1.06211 -0.67307
C 0.58209 0.22969 -0.78532
O 1.49970 0.85030 0.03865
S 0.58968 -1.55750 -0.59198
H -1.57375 0.50962 1.73958
H 0.81198 0.20639 -1.85706
H 1.46091 0.65536 0.98228
H -0.30412 -2.10209 -1.57329
*
```

Mulliken atomic charge list, values in e, 6 entries: -0.325, 0.827, -0.786, -0.083, -0.032, -0.472